No. 1
A molecular structure, C43H55F5N10NaO2. Source: OMol25; level of theory: ωB97M-V/def2-TZVPD.

```
116
C43H55F5N10NaO2 ωB97M-V/def2-TZVPD
H 0.1354 5.0693 2.6727
H -3.0719 4.6240 4.6224
N -0.0434 3.0013 3.0524
F -0.4885 -5.3205 -1.6037
H -1.2097 -0.5537 -1.9584
H 1.7912 0.9991 -3.4342
H 0.3642 -2.6002 6.9475
N 2.4875 -3.0506 -0.1151
C 3.9339 0.7269 0.0642
H 4.4809 -0.1260 0.4520
C -2.2790 4.5008 3.8821
N 0.5110 1.5281 -1.1246
H -3.4352 -1.0181 -5.0008
H -5.8959 0.0034 -0.0176
Na -0.3582 -0.5747 0.9058
N 3.6584 -1.8783 -1.6992
C -1.9269 -2.2755 2.9826
N -2.2232 -0.5622 -1.9193
C -5.0833 -0.6995 0.1841
H -4.5764 -0.4058 1.1038
C -4.0957 -0.7189 -0.9399
C 0.1497 4.3595 3.5120
C -0.0299 2.2384 -2.0580
H 1.3984 4.6044 -3.4855
C 1.1279 2.2775 2.5672
C -0.1820 -3.0563 -2.2643
H 1.6730 -4.8487 -0.7920
H -3.7689 -3.3317 2.7709
H -2.4506 5.2510 3.0966
H 1.7919 2.0973 -4.8137
H 3.4133 -4.9161 -0.4883
C 1.7466 -3.1863 1.1243
H 5.7093 -1.6105 -1.3094
C -1.2869 2.4668 2.8305
C 4.9727 -2.4189 -1.4172
C -2.1669 2.7702 -3.1750
N -2.8187 -0.4556 -0.7193
H -2.4087 3.8141 -3.4111
H 4.9559 -2.9937 -0.4933
F 0.1167 -0.9169 -3.2575
H 1.9446 2.4132 3.2788
N 2.0546 -0.7641 -0.3054
H 0.8906 1.2159 2.5091
C -2.9349 -3.0916 3.4216
O -0.5649 -2.5644 -1.1675
H -5.5232 -1.6881 0.3322
C 0.6935 -2.7693 -4.5720
H 0.6771 -3.3098 0.9268
H 0.1600 4.1533 -4.6712
H 4.2247 -0.0685 -2.6717
N 0.5955 2.6839 -3.2211
H -3.1033 2.2276 -3.0307
H 1.8866 -2.3150 1.7544
H 3.9760 -1.4899 -3.7086
C 0.7732 -4.1324 -4.7755
H -4.2706 3.2736 2.4251
H 1.4520 2.6315 1.5833
F 1.0616 -1.9303 -5.5533
C 0.2301 -1.0812 3.2601
C -3.0689 -0.9166 -2.9016
H -3.0896 2.5618 -0.8396
C 1.2584 -0.8436 4.1606
C -2.8844 -3.6306 4.7257
C -2.0201 2.7009 -0.6949
C -0.9227 4.7288 4.5184
H 1.8998 3.7458 -1.1012
C -0.7730 -2.4918 5.1072
C 2.6047 -4.2868 -0.8778
C -4.3128 -0.9982 -2.3108
C -1.8287 -3.3341 5.5444
H 4.2313 4.0687 -0.3704
H -3.6130 1.6435 2.6907
C 4.5261 1.9798 0.0696
C -0.1179 -4.4529 -2.5610
H -1.7850 -0.5230 -4.5735
H -1.8544 3.6696 -0.2052
H 2.1113 -4.0687 1.6547
C 0.3239 -2.1823 5.9467
C 2.6997 -1.8298 -0.6776
H -1.7823 -3.7462 6.5489
C 1.3181 -1.3691 5.4738
N -1.3429 2.6478 -1.9847
C 2.6270 0.5047 -0.3963
H 1.1370 4.4226 3.9684
H -5.2443 -1.2522 -2.7950
N -2.3703 3.1625 3.3395
H -2.2700 -2.2090 -4.4075
H -0.8211 5.7699 4.8263
C 1.8751 1.6274 -0.8198
H 2.7117 2.5086 -3.3486
H 2.7877 -4.0792 -1.9287
H 5.5384 2.1024 0.4387
H -0.8223 4.0891 5.3980
C 0.4490 4.0708 -3.6185
C -3.7017 2.6383 3.1150
H -4.2464 2.5814 4.0616
H -1.9851 -1.8554 1.9827
H 5.3057 -3.0704 -2.2318
H -1.6725 1.9226 -0.0348
F 0.4205 -6.2895 -3.9240
F 1.2340 -4.6383 -5.9365
C 3.8003 3.0739 -0.3786
H 2.5870 -0.6646 -2.9963
C 3.6141 -0.9662 -2.8188
C 0.3519 -4.9638 -3.7493
C 0.2292 -2.2670 -3.3782
H -1.6505 2.3391 -4.0304
C -2.6155 -1.1775 -4.3013
C 1.7943 2.0419 -3.7218
C -0.8058 -1.9365 3.7911
C 2.4940 2.8862 -0.8029
O -1.4441 1.4057 2.2366
H 2.1635 -1.1284 6.1121
H 2.1006 -0.2172 3.8520
H -3.6826 -4.2748 5.0754
H -0.3076 4.5617 -3.0092
```

Properties
Kohn-Sham gap ... 5.900 eV
Net charge ... -1
Energy above the lowest of the compared OMol25 structures with the same formula, charge and spin ... 0.00 kJ/mol
LUMO energy ... 1.958 eV
E ... -82485.072 eV
Molar mass ... 861.961 g mol⁻¹

No. 2
2 unconnected molecules or ions with the total composition C4H15N2O. Source: OMol25; level of theory: ωB97M-V/def2-TZVPD.

```
22
C4H15N2O ωB97M-V/def2-TZVPD
H 1.9366 -0.1361 2.4536
H 3.5944 0.4190 2.1828
H -1.2734 -1.2299 -0.0366
H -2.6203 0.8400 -1.8602
C 2.4317 0.3404 0.3877
C -2.6092 -0.0009 -1.1701
N 2.9682 -0.9609 -0.0205
H 2.3364 -1.7213 0.2021
H -0.7039 0.4302 -0.2695
O -0.5160 -0.7926 -1.9198
C -1.2041 -0.4081 -0.7665
H -3.5150 -0.3586 0.6899
H 0.4295 -0.6908 -1.7606
H 2.9911 1.1048 -0.1552
N -3.3535 0.4444 0.0779
H -3.1719 -0.8410 -1.5774
H 1.3769 0.4653 0.0929
H 3.1631 -1.0043 -1.0134
H -4.2672 0.8294 -0.1664
H 2.2789 1.5734 2.1408
H -2.8299 1.1452 0.6055
C 2.5577 0.5525 1.8830
```

Properties
Kohn-Sham gap ... 7.971 eV
Net charge ... +1
Energy above the lowest of the compared OMol25 structures with the same formula, charge and spin ... 186.49 kJ/mol
LUMO energy ... -4.028 eV
E ... -9411.729 eV
Molar mass ... 107.177 g mol⁻¹

No. 3
A single C18H24N4O5S molecule at a distorted geometry. Source: OMol25; level of theory: ωB97M-V/def2-TZVPD.

```
52
C18H24N4O5S ωB97M-V/def2-TZVPD
C 0.4979 -3.8464 -3.9897
O -2.3136 0.5496 2.7579
H 3.0143 3.1114 3.0152
H -3.6887 -0.1932 0.7920
H 2.6902 0.3676 1.7280
N -1.3215 -1.0947 -2.5533
C 2.4749 -3.2245 -2.8589
C -2.2843 1.2952 0.2324
C 0.9508 1.3838 2.5142
C -3.1110 0.9179 -2.3558
H 1.9376 0.7835 5.7662
H 0.1938 -4.1888 -4.9814
H -0.5327 -0.6650 0.2900
H 4.3268 2.0757 2.4453
H -0.5811 -1.1045 2.0131
N -0.3988 -2.0781 -2.4624
H 0.6458 2.4200 2.6927
C -0.0441 -0.5269 1.2547
C -3.2774 0.3730 -0.0287
C -1.8383 -1.1889 -3.7386
H -0.9758 2.7913 -0.5121
H 0.3945 -4.6663 -3.2627
C -2.1516 1.8839 -2.0742
H -0.0592 0.6442 4.2613
C -3.4866 0.6424 -3.7708
O 1.8379 -3.4462 -4.0999
H 1.9511 -2.4636 -2.2728
H 4.0094 1.8650 4.9044
H 3.6917 0.3354 4.0832
H 1.5842 2.3390 5.0091
C 3.3211 2.0735 2.8712
H -4.4634 -0.5438 -1.5601
H 3.4813 -2.8877 -3.0959
C -0.3905 -2.7177 -3.5807
N -0.0406 0.8867 1.5698
C -3.6984 0.1828 -1.3324
C 2.3540 1.3909 1.9072
C -1.7327 2.0684 -0.7690
H 2.3331 1.9128 0.9496
C 3.3284 1.3569 4.2188
N -2.8093 -0.4384 -4.3223
S -1.5955 1.4353 1.8806
O -1.5151 2.8188 2.2472
H 2.5224 -4.1529 -2.2784
H -3.0368 -0.6717 -5.2831
C 1.9238 1.3196 4.8151
O -4.2861 1.2477 -4.4327
H -1.7246 2.4667 -2.8760
C 0.9530 0.6416 3.8524
H 1.2585 -0.3961 3.6984
O -1.2968 -2.1989 -4.4560
H 0.9783 -0.8862 1.1777
```

Properties
Kohn-Sham gap ... 9.636 eV
Energy above the lowest of the compared OMol25 structures with the same formula, charge and spin ... 218.40 kJ/mol
LUMO energy ... 0.369 eV
E ... -46087.488 eV
Molar mass ... 408.480 g mol⁻¹

No. 4
3 unconnected molecules or ions with the total composition C19H41FIO3PS. Source: OMol25; level of theory: ωB97M-V/def2-TZVPD.

```
67
C19H41FIO3PS ωB97M-V/def2-TZVPD
C -0.1771 2.6008 0.3558
H 3.9292 1.0122 0.1117
H -4.4992 -5.6640 -2.1663
I -5.5466 0.4762 3.2117
C -6.5318 -4.8979 -1.7928
H 0.8702 2.9329 2.1678
H 8.1332 1.0112 2.1130
H -0.8278 0.6209 -0.0229
H -4.4574 -0.8273 -1.0938
F -4.0150 1.9076 -1.9262
H 1.7901 -0.8710 0.7865
O 3.7624 -1.1514 1.2243
H 4.2295 -1.2402 -0.7957
H 7.6856 3.9906 1.6405
H 0.0856 3.4941 -0.2057
H -5.0871 -1.2149 1.2107
H -7.1804 -5.7658 -1.6864
H -4.3523 1.5633 0.3042
H 7.8160 2.2379 3.3444
C -3.6338 -0.2533 -0.6822
H -3.7897 -3.7265 -0.3563
S -1.4439 -1.0122 -2.3887
C 3.9484 -1.8853 0.0383
C 2.6396 -0.2848 1.1568
H -1.0945 2.7921 0.9103
H 5.5192 2.4892 2.6285
H 5.7521 0.7603 2.2992
C -5.0814 -5.1612 -1.3962
H 3.0401 -2.4279 -0.2379
H 0.6508 1.2528 1.7824
H -5.0454 -5.7691 -0.4895
H -1.9419 2.8575 -1.4397
H -0.9979 2.0206 -2.6324
H 6.8061 3.4385 -0.5224
C -6.9099 -3.7634 -0.8511
C -4.0442 0.5513 0.5462
H -7.6698 -3.1003 -1.2651
H -6.5811 -4.5598 -2.8303
C -0.4805 1.4565 -0.6197
H 9.0282 3.0175 1.0304
O 5.9138 2.0061 0.6644
H 0.4407 1.2005 -1.1215
H 2.3960 0.0266 2.1649
C 7.9690 2.9984 1.2820
C 0.9076 2.2168 1.3493
O -5.7106 -3.0167 -0.6224
C -4.5805 -3.7543 -1.1070
H -1.2062 -0.8417 -3.6961
C -5.2383 -0.1424 1.1907
C 7.6000 1.9419 2.3192
C 6.1113 1.7621 2.0608
H -4.2132 -3.2632 -2.0143
P -2.8449 0.7128 -2.0191
H 2.3297 2.9398 -0.0554
H 3.0189 2.6507 1.5099
H -3.2417 0.5209 -3.3420
H 7.5892 1.8469 -0.5225
C -1.4988 1.8967 -1.6776
H 2.4664 0.7234 -0.7614
C 2.3362 2.2368 0.7758
H -3.2417 0.6180 1.2721
C 7.0920 2.5939 0.1055
H -6.1261 0.0354 0.6017
H -7.2697 -4.1468 0.1094
H 4.7571 -2.5896 0.1989
C 2.8559 0.9100 0.2323
H -2.9098 -0.9907 -0.3587
```

Properties
Kohn-Sham gap ... 9.517 eV
LUMO energy ... 0.649 eV
E ... -57452.134 eV
Molar mass ... 526.477 g mol⁻¹

No. 5
A single C16H17NO4S molecule at a distorted geometry. Source: OMol25; level of theory: ωB97M-V/def2-TZVPD.

```
39
C16H17NO4S ωB97M-V/def2-TZVPD
H 4.4698 0.8734 -2.2773
H 5.0769 -1.9495 1.6372
H -1.1278 0.6995 -1.9268
C 2.0835 0.4121 -0.0900
C -2.6955 0.2632 -0.8346
H 6.7418 -0.0876 0.1048
O -6.4979 0.7081 0.8499
C 4.1132 0.5546 -1.3934
H -1.4010 -0.8814 -2.0163
C -4.9979 -0.4879 -0.2419
S 0.3787 0.8679 0.2142
C 2.7001 0.8262 -1.1828
H -4.4880 2.5744 1.0253
H 6.4003 -0.3138 -1.3635
H 6.2263 -1.6798 -0.6824
H 5.6601 -0.5740 2.1213
C -7.0666 -0.8705 0.4580
C -1.4670 -0.1152 -1.2788
H -3.5900 -1.5832 -1.6679
C 6.1409 -0.6086 -0.5412
C -5.3692 0.6714 0.5579
H 4.2370 -1.3145 2.8223
O -6.0227 -1.3788 -0.2833
C 2.6971 -0.1482 1.1130
C -3.8384 -0.7886 -0.7143
C 4.8272 -0.2030 -0.3789
H 2.1491 -0.1397 1.9002
O 0.0763 1.0633 1.6096
H -0.6856 -1.0685 0.4424
C 4.7976 -1.1386 1.8244
H 2.0451 1.3142 -1.9059
N -0.4855 -0.3185 -0.2189
H -2.3169 2.0425 -0.1160
O 0.0745 2.2954 -0.4283
H -7.3485 -1.3141 1.4109
H -8.0379 -0.5390 -0.0648
C 3.9771 -0.5860 1.0254
C -4.3432 1.5516 0.4419
C -3.0927 1.3714 0.0483
```

Properties
Kohn-Sham gap ... 8.140 eV
Energy above the lowest of the compared OMol25 structures with the same formula, charge and spin ... 1348.11 kJ/mol
LUMO energy ... 0.647 eV
E ... -37370.097 eV
Molar mass ... 319.382 g mol⁻¹

No. 6
2 unconnected molecules or ions with the total composition C2HCl2O2 at a distorted geometry. Source: OMol25; level of theory: ωB97M-V/def2-TZVPD.

```
7
C2HCl2O2 ωB97M-V/def2-TZVPD
O 2.4013 -0.2425 -0.1405
Cl -0.9799 -0.9278 1.8894
C 1.7824 -1.1017 0.3040
O 1.7545 -2.1874 0.7446
C -0.3808 -0.4374 0.3299
Cl -1.1920 -1.4140 -0.9205
H -0.6688 0.6898 -0.0211
```

Properties
Kohn-Sham gap ... 6.948 eV
Net charge ... -1
Energy above the lowest of the compared OMol25 structures with the same formula, charge and spin ... 85.14 kJ/mol
LUMO energy ... 3.834 eV
E ... -31230.622 eV
Molar mass ... 127.934 g mol⁻¹

No. 7
A molecular structure, C7H6Br2O at a distorted geometry. Source: OMol25; level of theory: ωB97M-V/def2-TZVPD.

```
16
C7H6Br2O ωB97M-V/def2-TZVPD
C -0.8501 -0.1075 0.8512
Br -1.4521 -0.7770 -3.1757
C 0.5417 -0.1299 0.9971
Br -0.1112 -2.8285 -1.1437
H -1.4838 0.0122 1.7341
H 0.8709 -0.4697 2.0355
C -1.5039 -0.4296 -0.2835
C -0.6512 -0.8585 -1.4461
H 2.4842 -0.0747 0.1225
C -2.9311 -0.5715 -0.4536
H 1.4669 -0.1926 -2.2407
H -3.5620 -0.1848 0.3871
C 1.4019 -0.2518 -0.0626
C 0.7270 -0.0712 -1.3892
H 0.2253 0.9958 -1.4344
O -3.5158 -1.1596 -1.2736
```

Properties
Kohn-Sham gap ... 8.342 eV
Energy above the lowest of the compared OMol25 structures with the same formula, charge and spin ... 78.67 kJ/mol
LUMO energy ... -0.997 eV
E ... -149486.361 eV
Molar mass ... 265.932 g mol⁻¹

No. 8
11 unconnected molecules or ions with the total composition C44H88O33 at a distorted geometry. Source: OMol25; level of theory: ωB97M-V/def2-TZVPD.

```
165
C44H88O33 ωB97M-V/def2-TZVPD
H -1.1291 3.8419 -0.4603
H 5.7744 0.3200 -1.9796
C -7.5443 -1.6282 -7.9239
C 3.7348 -2.3919 1.4943
C -0.9366 -1.1132 4.3610
H 2.3080 3.4003 2.3201
H -6.7857 1.3683 -3.6026
C -4.4558 0.9073 9.4333
H -3.7802 -4.8593 3.2870
O 3.5027 -2.6488 0.3478
H -5.4842 4.6895 6.8501
H 8.8417 -3.2136 -3.7683
O -5.1662 1.0462 5.9621
H 0.7489 -0.2659 -4.8414
C -3.6858 -4.4749 2.2714
O -3.6030 4.0597 5.1285
H -5.5714 -4.7859 1.3966
H 3.7058 -1.1053 -9.3859
H 7.4612 -3.1690 2.2190
H 1.5638 -3.8474 1.9570
C -2.3832 3.9528 -6.7432
H -5.1655 4.6076 8.5256
O 2.9033 -2.3595 2.5388
H 7.8726 -3.8712 -6.0776
C -4.6126 0.8540 4.6102
H 4.9597 -1.2804 -8.0592
C 3.6327 5.1394 5.5204
O 4.9504 -1.9774 1.9602
H 1.3972 1.6482 1.2425
H -2.9157 3.9727 -1.9741
H -4.7059 -3.1987 0.9066
H 0.2310 -2.3272 -2.6026
H 9.5828 -4.0920 -6.2542
O -2.6338 -3.4722 2.4033
C 0.3086 -5.0722 -2.7771
H 3.9598 3.5509 1.6592
H 0.7631 1.0817 -2.8902
C -5.7407 1.0790 -3.4911
O 3.3437 4.3124 6.6021
O -3.4492 4.1131 7.4297
H 0.7937 2.6895 5.9815
C -1.2592 2.6880 5.1229
H 0.9685 2.0877 -4.4052
O -2.0598 3.1945 -5.6051
O -3.2745 4.6050 -4.3024
H -3.1430 1.8502 1.0321
C -2.3227 3.0771 -2.1597
H 2.7760 -0.2037 -0.9195
C 8.8450 -2.5598 -4.6404
O -6.0339 0.9082 -5.9375
O 1.1085 -6.1052 -2.6967
H -8.5971 -1.6853 -8.2004
H 1.1038 -2.9766 3.4465
H -5.9915 -0.5182 3.4243
C -3.0025 3.8344 6.1715
H -1.9152 3.4560 -7.5931
H 1.6082 -9.2734 -3.6415
O 5.8395 -0.9167 -3.6214
O -1.9581 2.8256 -3.4638
C 1.8315 -8.3277 -3.1477
H 3.9329 5.8648 7.9077
H -0.9899 -3.0679 -1.7019
H -3.9717 0.8835 -0.2199
H 0.2587 4.1882 5.1757
H -3.3688 -5.2276 1.5495
H -5.3396 1.6375 -2.6454
H 2.8242 -7.9167 -3.3312
O 3.3569 -0.3716 -7.4965
H -7.3517 -2.5674 -7.4054
O 7.5716 -1.8797 -4.5352
O -1.9733 0.4194 0.1627
H -6.9572 -1.7806 -8.8295
H 1.0583 -6.8938 -4.6325
C 2.4041 0.6894 -0.4174
C -2.5132 3.6354 -4.4145
H -3.5563 0.1569 1.4121
H -3.8990 -0.0167 9.5891
H -1.0248 -1.5360 5.3617
H -3.9634 1.8015 9.8156
C 3.3279 5.0734 3.1505
C 1.5424 -2.8774 2.4536
O 0.6607 -4.2202 -1.7790
H 9.6979 -1.8833 -4.5854
H 3.6017 -2.3631 -8.1063
H 3.3907 1.0053 -0.0783
O 7.4833 -1.8272 -2.2711
C 0.2066 3.0995 5.1598
O -5.0685 1.1213 8.1637
C 6.0635 -1.8592 1.1027
H -1.4335 1.6148 5.1996
H -1.6737 -0.3113 4.3178
C 1.6856 0.0910 -4.4132
H -5.8332 0.0353 -3.1905
O -7.2419 -0.4427 -7.2649
H 2.6662 4.6289 1.1106
C 3.9090 -1.3442 -8.3420
C -1.0082 3.2384 -1.3598
H -5.2561 0.8236 10.1686
H 4.1895 4.1455 8.3945
H 2.0628 1.4530 -1.1164
H -5.0492 2.3583 -5.1305
H -4.1165 0.8874 -5.0915
H -0.1481 -7.6164 -3.5366
H -5.5131 0.8235 2.5453
C -0.9380 0.5425 1.0230
O 3.0018 -1.8497 -5.8152
O -0.9000 1.0845 2.1175
H 2.3727 1.7169 -3.3329
C 6.9710 -3.1609 1.2455
H -0.2458 3.8549 -1.8360
H -1.9457 4.9502 -6.7867
C 0.8656 -7.2227 -3.6113
C -5.1168 1.2892 -4.9296
H 7.6658 -3.0211 0.4173
C -6.1525 -0.3858 -6.3758
O 3.2718 4.4659 4.4300
C 8.8289 -3.3614 -5.9611
H 4.2772 5.5816 2.9815
C 1.4133 1.3695 -3.7164
H -4.0675 1.7064 4.2047
C 5.1018 -0.3241 -2.5459
C -5.7362 0.5312 3.5714
C -4.5132 0.5688 6.9865
O -5.5490 -1.3917 -6.0735
H 6.5404 -4.1539 1.1169
H 0.3677 -2.3118 -0.8320
H -4.4836 5.9279 7.5803
H 2.6382 4.8312 8.4298
H 4.3407 0.2843 -3.0346
C -4.9485 -3.9351 1.6727
C -3.2766 0.8504 0.6191
O 2.5055 0.3427 -5.5430
O -1.8263 3.2097 6.3011
H 1.8566 -8.3952 -2.0601
C 0.0893 -2.9154 -1.6959
H 5.8624 -1.5359 0.0814
C 7.0343 -1.5555 -3.4204
H 0.9928 -2.1210 1.8934
H -5.3790 -3.3753 2.5030
H 1.7237 -0.0630 1.4902
C 2.9506 -0.7034 -6.2480
O -3.3952 -2.4992 4.2878
H 8.8835 -2.6690 -6.8012
C -4.6898 4.8576 7.5773
H 2.5180 5.8029 3.1530
H -2.9256 2.2217 -1.8551
O 4.1313 6.2786 5.5815
H -3.8714 0.0554 4.6408
C 3.0702 4.0974 1.9723
O -1.3015 -2.0811 3.3979
H -3.4500 3.9242 -6.9651
O -3.5416 -0.1596 6.9525
H 4.6489 -1.0838 -1.9090
O 0.1223 0.3117 0.3075
H -6.6800 0.9164 3.9575
C -2.5637 -2.6475 3.3810
H -1.6250 3.0105 4.1481
O -0.5541 -4.8552 -3.6257
H 0.6827 2.6831 4.2721
H 0.0024 -0.5961 4.1633
H 6.6578 -1.0927 1.6002
H 2.1647 -0.6815 -3.8118
C 3.5579 4.8433 7.8448
H -0.5879 2.2530 -1.1585
C 1.3948 0.6727 0.7562
```

Properties
Kohn-Sham gap ... 10.822 eV
Energy above the lowest of the compared OMol25 structures with the same formula, charge and spin ... 502.05 kJ/mol
LUMO energy ... 0.400 eV
E ... -114619.556 eV
Molar mass ... 1145.155 g mol⁻¹

Question: molar mass of number 2 (C4H15N2O)?
Answer: 107.177 g mol⁻¹

Question: Number 3 is which compound?
Answer: C18H24N4O5S

Question: What is the formula in the sixth record?
Answer: C2HCl2O2